Formula: C48H92N4O30
Source: OMol25
Level of theory: ωB97M-V with the def2-TZVPD basis set

- net charge = 0
- energy (eV) = -118650.698
- strongest force on any atom (eV/A) = 4.4
- molecular weight (g/mol) = 1205.26

Each line ends with the Löwdin charge.
Cartesian coordinates (Å):
C  19.58  20.02  15.22  -0.05
C  18.96  21.31  15.77  -0.20
O  18.21  21.94  14.75  0.06
C  17.40  22.91  14.97  -0.65
O  17.22  23.34  16.09  0.11
O  16.92  23.35  13.82  0.01
C  15.98  24.44  13.86  -0.01
H  18.82  19.43  14.75  0.05
H  19.96  19.55  16.10  0.07
H  20.39  20.18  14.51  0.08
H  19.75  22.01  16.07  0.14
H  18.42  20.94  16.61  0.07
H  15.09  24.05  14.31  0.08
H  15.88  24.78  12.79  0.12
H  16.32  25.19  14.54  0.08
C  11.32  15.60  22.82  -0.02
C  12.13  14.82  23.84  -0.25
O  12.65  15.55  24.90  0.01
C  11.70  15.99  25.80  -0.56
O  10.53  15.70  25.79  0.12
O  12.29  16.81  26.68  0.01
C  11.39  17.22  27.75  -0.01
H  11.13  15.04  21.93  0.06
H  11.90  16.60  22.66  0.12
H  10.42  15.81  23.37  0.06
H  12.95  14.23  23.50  0.10
H  11.41  14.11  24.28  0.13
H  10.79  16.37  28.16  0.12
H  10.72  18.03  27.49  0.09
H  12.02  17.67  28.50  0.08
C  16.11  20.39  25.59  -0.07
C  16.70  19.53  24.53  -0.20
O  17.73  20.25  23.83  0.01
C  17.34  21.20  23.07  -0.61
O  16.15  21.47  22.71  0.05
O  18.39  21.83  22.56  -0.02
C  19.74  21.36  22.90  0.00
H  15.66  19.67  26.33  0.07
H  15.35  21.21  25.35  0.11
H  16.93  20.77  26.20  0.08
H  15.87  19.16  23.93  0.11
H  17.27  18.67  24.82  0.12
H  19.91  21.46  23.95  0.09
H  20.36  22.01  22.31  0.09
H  19.72  20.30  22.50  0.09
C  18.66  14.44  21.13  -0.05
C  17.67  13.42  21.55  -0.26
O  17.89  12.20  20.89  0.03
C  17.04  11.20  21.26  -0.56
O  16.19  11.25  22.12  0.10
O  17.24  10.17  20.44  -0.01
C  16.58  8.90  20.81  0.00
H  19.66  14.18  21.57  0.10
H  18.46  15.45  21.46  0.04
H  18.84  14.31  20.04  0.10
H  16.67  13.74  21.36  0.11
H  17.79  13.11  22.58  0.13
H  16.92  8.80  21.86  0.10
H  16.90  8.17  20.10  0.08
H  15.49  8.98  20.82  0.09
C  12.45  19.84  14.62  -0.05
C  13.19  21.21  14.53  -0.21
O  14.46  21.14  15.15  0.01
C  14.57  21.08  16.51  -0.53
O  15.63  21.09  17.08  0.12
O  13.35  21.04  17.06  -0.02
C  13.41  21.06  18.47  -0.03
H  12.04  19.51  13.67  0.07
H  11.65  19.88  15.41  0.08
H  13.08  19.00  14.84  0.05
H  12.60  22.04  14.87  0.11
H  13.36  21.49  13.46  0.13
H  12.51  20.69  19.02  0.10
H  13.76  22.13  18.70  0.14
H  14.22  20.41  18.82  0.06
C  13.07  16.91  17.04  -0.05
C  11.78  17.61  17.25  -0.25
O  10.65  16.80  17.10  0.02
C  10.44  16.27  15.84  -0.52
O  9.58  15.45  15.58  0.11
O  11.27  16.77  14.91  -0.06
C  11.17  16.23  13.60  -0.05
H  13.03  15.88  17.37  0.06
H  13.83  17.54  17.61  0.11
H  13.32  16.82  15.95  0.05
H  11.63  18.43  16.60  0.07
H  11.68  18.04  18.23  0.11
H  11.31  15.15  13.65  0.10
H  11.98  16.66  13.04  0.07
H  10.23  16.45  13.14  0.09
C  16.57  14.84  26.39  -0.05
C  15.50  15.40  27.34  -0.18
O  15.77  16.83  27.41  0.03
C  15.33  17.42  28.52  -0.62
O  14.91  16.84  29.47  0.12
O  15.52  18.73  28.56  -0.03
C  15.23  19.39  29.74  -0.05
H  16.41  15.12  25.34  0.06
H  16.40  13.75  26.46  0.08
H  17.59  15.11  26.70  0.09
H  15.60  15.06  28.36  0.11
H  14.50  15.21  26.99  0.11
H  16.00  19.17  30.44  0.09
H  14.29  18.88  30.06  0.10
H  15.11  20.50  29.62  0.12
C  9.49  14.97  19.17  -0.04
C  10.53  14.00  18.55  -0.20
O  11.44  13.44  19.45  0.02
C  12.41  14.27  19.92  -0.58
O  12.53  15.39  19.54  0.13
O  13.27  13.69  20.78  -0.02
C  13.17  12.38  21.09  -0.09
H  8.82  14.47  19.88  0.07
H  8.87  15.31  18.35  0.07
H  9.95  15.87  19.68  0.09
H  11.03  14.60  17.86  0.07
H  10.07  13.16  18.08  0.13
H  13.28  11.79  20.16  0.11
H  12.24  12.04  21.65  0.13
H  14.04  12.16  21.70  0.07
C  8.48  18.48  23.83  -0.06
C  9.20  18.45  22.50  -0.21
O  10.33  19.34  22.61  -0.01
C  11.04  19.34  21.43  -0.60
O  10.89  18.51  20.57  0.11
O  11.86  20.34  21.27  0.00
C  12.29  21.10  22.42  0.00
H  8.00  19.44  23.89  0.07
H  9.15  18.44  24.69  0.07
H  7.82  17.63  23.87  0.09
H  8.52  18.79  21.75  0.13
H  9.69  17.45  22.39  0.10
H  11.59  21.97  22.48  0.11
H  13.29  21.51  22.22  0.09
H  12.32  20.49  23.35  0.11
C  15.12  16.48  22.71  -0.06
C  14.98  17.39  21.51  -0.20
O  15.79  17.02  20.37  0.04
C  16.09  18.05  19.57  -0.58
O  15.85  19.19  19.70  0.15
O  16.71  17.47  18.50  -0.05
C  17.09  18.33  17.47  -0.08
H  14.69  15.54  22.45  0.04
H  14.59  16.92  23.63  0.11
H  16.21  16.32  22.91  0.08
H  15.32  18.41  21.74  0.11
H  13.90  17.38  21.28  0.12
H  17.17  19.33  17.89  0.07
H  16.32  18.43  16.68  0.11
H  18.03  18.02  17.09  0.08
C  17.13  22.35  19.41  -0.03
C  18.39  21.59  19.26  -0.24
N  19.41  21.05  19.17  0.14
H  17.02  22.46  20.51  0.07
H  16.28  21.71  19.18  0.05
H  17.18  23.31  18.85  0.10
C  19.73  17.74  19.95  -0.06
C  19.42  17.79  21.33  -0.32
N  19.13  17.81  22.44  0.17
H  18.87  17.15  19.46  0.10
H  20.64  17.22  19.85  0.07
H  19.72  18.82  19.46  0.09
C  15.38  14.34  18.20  -0.03
C  16.33  14.70  17.14  -0.25
N  16.96  14.93  16.22  0.15
H  15.97  13.86  18.96  0.07
H  14.74  13.61  17.81  0.08
H  14.90  15.21  18.57  0.04
C  16.83  16.97  13.33  -0.08
C  15.49  16.68  13.63  -0.28
N  14.45  16.35  13.93  0.19
H  16.91  17.77  12.59  0.09
H  17.39  16.13  12.95  0.09
H  17.44  17.33  14.16  0.07

=====

Formula: C48H93N5O13P
Source: OMol25
Level of theory: ωB97M-V with the def2-TZVPD basis set

- net charge = +1
- energy (eV) = -94626.911
- strongest force on any atom (eV/A) = 5.4
- molecular weight (g/mol) = 979.27

Each line ends with the Löwdin charge.
Cartesian coordinates (Å):
C  1.95  -0.41  -0.72  0.06
C  2.24  0.11  -2.01  -0.18
N  1.08  0.31  -2.93  -0.13
C  1.16  1.61  -3.62  -0.22
N  2.37  2.31  -4.04  0.03
C  2.90  1.83  -5.36  -0.18
C  3.71  3.09  -6.01  -0.16
C  2.93  3.68  -7.31  -0.24
C  2.06  5.02  -6.96  -0.12
N  0.00  2.25  -3.85  -0.07
N  0.01  3.51  -4.47  0.15
C  -1.34  1.70  -3.45  -0.08
C  -1.52  2.08  -1.88  -0.14
C  -1.97  3.56  -1.60  -0.03
C  -2.15  4.07  -0.12  -0.04
C  -1.87  3.04  1.03  -0.02
C  -1.44  1.55  0.73  -0.17
C  -1.14  0.54  1.96  -0.07
C  -1.26  1.04  -0.74  0.01
P  0.84  -1.04  -4.04  0.66
N  2.07  -2.05  -3.84  -0.15
O  -0.64  -1.84  -3.65  -0.18
O  0.79  -0.62  -5.69  -0.18
H  2.66  -0.08  0.13  0.09
H  1.03  -1.08  -0.54  0.08
H  3.27  0.42  -2.38  0.12
H  3.10  2.33  -3.31  0.13
H  2.10  1.52  -6.11  0.10
H  3.66  0.97  -5.24  0.13
H  3.72  3.97  -5.25  0.11
H  4.81  2.85  -6.21  0.11
H  2.15  2.93  -7.72  0.09
H  3.68  3.93  -8.16  0.11
H  2.29  5.78  -7.78  0.08
H  0.94  4.80  -6.95  0.05
H  2.34  5.46  -5.94  0.07
H  -0.95  3.82  -4.67  0.09
H  0.42  3.34  -5.41  0.10
H  -2.21  2.16  -4.05  0.15
H  -1.44  0.57  -3.58  0.10
H  -2.14  4.26  -2.49  0.06
H  -2.47  5.14  0.13  0.09
H  -1.95  3.35  2.13  0.11
H  -1.31  -0.52  1.54  0.09
H  -0.02  0.63  2.19  0.08
H  -1.79  0.75  2.88  0.07
H  -0.93  -0.04  -0.94  0.07
H  2.57  -2.19  -4.73  0.00
H  -0.88  -1.50  -2.75  0.06
H  -0.08  -0.92  -6.05  0.09
C  -2.21  7.06  -3.57  -0.02
C  -2.06  7.05  -5.07  -0.49
O  -1.28  6.29  -5.62  0.04
C  -2.91  8.00  -5.86  -0.02
H  -1.54  6.32  -3.13  0.06
H  -1.95  8.05  -3.18  0.09
H  -3.24  6.81  -3.30  0.09
H  -2.68  9.03  -5.57  0.09
H  -3.96  7.79  -5.69  0.09
H  -2.69  7.88  -6.93  0.09
C  -5.47  2.61  1.58  -0.02
C  -5.07  2.48  3.02  -0.49
O  -4.07  1.87  3.35  0.04
C  -5.94  3.15  4.05  -0.01
H  -4.75  2.09  0.95  0.07
H  -6.46  2.16  1.43  0.09
H  -5.49  3.66  1.29  0.08
H  -6.95  2.72  4.01  0.09
H  -5.98  4.22  3.87  0.09
H  -5.53  2.97  5.05  0.08
C  0.03  -2.47  4.48  -0.02
C  1.31  -1.82  4.01  -0.49
O  1.46  -1.48  2.84  0.02
C  2.39  -1.60  5.04  -0.02
H  -0.65  -2.57  3.63  0.08
H  0.25  -3.47  4.87  0.09
H  -0.44  -1.85  5.24  0.05
H  2.70  -2.56  5.45  0.08
H  2.02  -0.94  5.83  0.10
H  3.25  -1.12  4.56  0.05
C  6.89  1.18  5.82  -0.01
C  5.76  0.84  4.88  -0.47
O  5.08  -0.15  5.05  0.03
C  5.51  1.78  3.73  -0.02
H  6.95  0.42  6.60  0.08
H  7.83  1.21  5.28  0.09
H  6.70  2.15  6.29  0.09
H  6.40  1.83  3.09  0.09
H  5.26  2.78  4.11  0.09
H  4.67  1.41  3.14  0.08
C  -3.03  -0.77  8.64  -0.02
C  -2.89  -0.76  7.14  -0.49
O  -2.11  -1.50  6.57  0.04
C  -3.75  0.19  6.36  -0.02
H  -2.35  -1.51  9.06  0.08
H  -2.78  0.21  9.04  0.09
H  -4.05  -1.05  8.91  0.09
H  -3.53  1.22  6.66  0.09
H  -4.81  -0.04  6.53  0.07
H  -3.54  0.08  5.30  0.07
C  0.21  5.89  -10.96  -0.02
C  1.62  5.43  -11.27  -0.51
O  2.48  6.23  -11.59  0.07
C  1.91  3.96  -11.16  -0.02
H  0.15  6.97  -11.08  0.09
H  -0.49  5.42  -11.65  0.09
H  -0.04  5.64  -9.93  0.08
H  1.28  3.40  -11.86  0.09
H  1.73  3.62  -10.13  0.06
H  2.96  3.78  -11.41  0.09
C  7.78  -4.16  6.89  -0.03
C  6.91  -3.10  7.53  -0.50
O  7.17  -2.66  8.64  0.06
C  5.72  -2.62  6.76  -0.04
H  8.60  -4.41  7.57  0.08
H  7.19  -5.06  6.71  0.08
H  8.19  -3.78  5.96  0.08
H  5.04  -3.45  6.57  0.08
H  6.04  -2.17  5.82  0.07
H  5.19  -1.86  7.34  0.09
C  5.03  -3.50  -4.04  -0.05
C  6.43  -3.95  -4.36  -0.49
O  7.29  -3.15  -4.69  0.05
C  6.72  -5.42  -4.26  -0.02
H  4.96  -2.42  -4.16  0.07
H  4.32  -3.97  -4.73  0.05
H  4.78  -3.76  -3.01  0.09
H  6.09  -5.98  -4.95  0.07
H  6.55  -5.76  -3.24  0.09
H  7.77  -5.60  -4.52  0.08
C  1.26  -6.22  -4.87  -0.02
C  2.66  -6.67  -5.19  -0.48
O  3.52  -5.87  -5.52  0.04
C  2.96  -8.14  -5.09  -0.02
H  1.19  -5.14  -4.99  0.07
H  0.55  -6.69  -5.55  0.09
H  1.01  -6.48  -3.84  0.09
H  2.32  -8.70  -5.78  0.09
H  2.79  -8.48  -4.06  0.09
H  4.00  -8.32  -5.35  0.08
C  -8.56  -2.29  5.60  -0.02
C  -7.12  -1.89  5.44  -0.49
O  -6.82  -0.79  5.00  0.04
C  -6.07  -2.89  5.83  -0.02
H  -9.20  -1.47  5.28  0.08
H  -8.77  -3.17  4.99  0.09
H  -8.77  -2.51  6.65  0.07
H  -6.17  -3.79  5.22  0.09
H  -6.16  -3.13  6.89  0.07
H  -5.08  -2.46  5.66  0.07
C  -9.56  -5.69  8.74  -0.02
C  -8.12  -5.28  8.57  -0.48
O  -7.82  -4.19  8.14  0.04
C  -7.07  -6.28  8.97  -0.02
H  -10.21  -4.87  8.42  0.08
H  -9.77  -6.57  8.12  0.09
H  -9.77  -5.91  9.79  0.09
H  -7.17  -7.19  8.36  0.09
H  -7.17  -6.53  10.03  0.09
H  -6.08  -5.86  8.79  0.08